C12H20ClNNaOSb as an isolated structure, computed with ωB97M-V/def2-TZVPD.

Calculated values
E_tot ... -39782.9500 eV
Molecular weight ... 374.50 g/mol
HOMO ... -0.2711 Eh

The geometry in XYZ format:
```
37
Properties=species:S:1:pos:R:3:nbo_charge:R:1
Na -0.87134 -1.42700 -0.79531 0.87
Cl -0.84734 -1.13728 1.49260 -0.88
C -2.46072 -5.97392 -2.45211 -0.15
C -2.08137 -5.13870 -3.49193 -0.25
C -1.68609 -3.84727 -3.19208 0.04
N -1.65863 -3.36179 -1.94890 -0.51
C -2.02180 -4.17649 -0.95306 0.03
C -2.43047 -5.48380 -1.15748 -0.25
H -2.77503 -6.99045 -2.65031 0.22
H -2.08882 -5.47936 -4.51804 0.23
H -1.37967 -3.16812 -3.97946 0.20
H -1.98844 -3.75373 0.04756 0.22
H -2.71477 -6.09869 -0.31519 0.23
O 1.80720 -1.93628 -0.26574 -0.48
C 1.72446 -1.24092 -1.14748 0.45
C 1.25867 4.41391 -0.11859 -0.62
C 1.44941 3.06086 -0.80424 -0.76
Sb 0.54331 1.29858 0.13396 0.96
C 1.98212 0.98113 1.71030 -0.73
C 2.82436 2.17987 2.14076 -0.62
C -1.07385 2.30692 1.16943 -0.73
C -0.71089 2.86881 2.54191 -0.62
H 1.71845 5.21875 -0.69986 0.20
H 1.71082 4.43042 0.87289 0.20
H 0.20133 4.65925 -0.00659 0.20
H 2.51308 2.84100 -0.93250 0.21
H 1.02055 3.08860 -1.80915 0.21
H 2.63229 0.18364 1.34527 0.21
H 1.41873 0.56188 2.54350 0.24
H 3.36813 2.61587 1.30101 0.20
H 3.56414 1.87586 2.88650 0.21
H 2.21400 2.96187 2.59109 0.20
H -1.84510 1.54513 1.26524 0.24
H -1.44423 3.08988 0.50412 0.21
H -0.34652 2.07657 3.19724 0.21
H -1.58404 3.31674 3.02411 0.21
H 0.05806 3.63823 2.47053 0.20
```

***

C12H21AuBF2NO3PS2 as an isolated structure, computed with ωB97M-V/def2-TZVPD.

Calculated values
E_tot ... -61185.3602 eV
2S+1 ... 2
Molecular weight ... 568.19 g/mol
HOMO (alpha / beta) ... -0.2754 / -0.2855 Eh

The geometry in XYZ format:
```
44
Properties=species:S:1:pos:R:3:nbo_charge:R:1
Au 1.17468 0.78352 -0.85876 0.80
C -3.82293 -1.33978 -0.36950 -0.64
C -3.85694 -0.37792 -1.54256 -0.07
O -2.53777 0.03031 -1.91855 -0.86
P -1.78796 1.26815 -1.11013 1.20
S -0.29043 1.69348 -2.50052 -0.53
S 0.94460 3.05018 0.29584 -0.51
O -2.95170 2.39054 -1.34025 -0.85
C -2.92369 3.59868 -0.56500 -0.07
C -3.30553 3.35331 0.88152 -0.64
H -4.83649 -1.63643 -0.09585 0.21
H -3.35522 -0.87017 0.49709 0.21
H -3.25788 -2.23853 -0.62226 0.20
H -4.45856 0.50148 -1.31013 0.19
H -4.27941 -0.85421 -2.42743 0.19
H -3.63886 4.25780 -1.05527 0.19
H -1.93205 4.05269 -0.63218 0.19
H -4.33091 2.98917 0.95509 0.20
H -3.21721 4.27737 1.45387 0.22
H -2.63564 2.61663 1.32571 0.22
O 0.24790 -1.58054 -1.91362 -0.75
C 0.48279 -2.64710 -1.01034 -0.07
C 1.90569 -3.10768 -1.24797 -0.40
C 2.97314 -2.01143 -1.07418 -0.45
C 3.00954 -1.42284 0.30842 0.26
C 3.87929 -1.94853 1.25524 -0.25
C 3.89498 -1.45242 2.54748 -0.13
C 2.99522 -0.45525 2.88397 -0.25
C 2.15432 0.02514 1.90418 0.07
N 2.18488 -0.40424 0.63367 -0.54
H -0.69325 -1.39338 -2.02603 0.51
H -0.20925 -3.47416 -1.19197 0.18
H 0.34912 -2.31480 0.02684 0.16
H 1.97345 -3.47591 -2.27325 0.22
H 2.12864 -3.94248 -0.57768 0.21
H 2.82181 -1.22483 -1.81645 0.24
H 3.94454 -2.46610 -1.26978 0.23
H 4.53585 -2.75847 0.96748 0.23
H 4.58567 -1.84771 3.27996 0.23
H 2.93659 -0.04998 3.88355 0.24
H 1.40964 0.78034 2.11980 0.23
F 2.01792 3.62589 2.74423 -0.50
B 2.25493 3.19635 1.49864 1.00
F 3.51650 2.80384 1.28706 -0.51
```

***

C12H21Cl6Mg2O6 as an isolated structure, computed with ωB97M-V/def2-TZVPD.

Calculated values
Total charge ... +1
E_tot ... -111096.6579 eV
Molecular weight ... 522.62 g/mol
HOMO ... -0.4548 Eh

The geometry in XYZ format:
```
47
Properties=species:S:1:pos:R:3:nbo_charge:R:1
Mg -2.76060 -0.58549 -1.41739 1.87
Mg -0.18977 1.61156 -1.46041 1.83
C 0.49520 -1.74508 1.01212 -0.74
C -0.14070 -0.98573 -0.08777 0.87
O -1.27421 -1.38734 -0.51323 -0.94
O 0.48365 -0.03239 -0.62259 -0.86
H 1.29076 -1.18924 1.49188 0.24
H 0.90658 -2.66023 0.57088 0.26
H -0.24820 -2.07754 1.73091 0.25
C -3.57280 3.01097 0.65711 -0.73
C -2.69427 1.98095 0.04797 0.87
O -3.14559 0.81191 -0.13842 -0.90
O -1.51603 2.30339 -0.25843 -0.89
H -3.12059 3.44479 1.55141 0.25
H -4.54569 2.61080 0.92244 0.24
H -3.70304 3.84808 -0.03327 0.25
C -1.51344 0.66142 -5.04684 -0.73
C -0.94335 0.86736 -3.69611 0.82
O 0.18275 1.39544 -3.52899 -0.75
O -1.59232 0.51814 -2.61238 -1.00
H -0.72609 0.29865 -5.70805 0.27
H -1.84858 1.61514 -5.45104 0.27
H -2.32623 -0.05946 -5.04447 0.23
Cl 3.06102 3.56158 2.01392 -0.05
C 1.66317 3.77739 3.09456 -0.39
C 0.43223 3.07924 2.57500 -0.39
Cl 0.54798 1.32124 2.63858 -0.06
H 1.47371 4.84628 3.12907 0.23
H 1.93985 3.41024 4.07788 0.23
H 0.23924 3.35799 1.53851 0.21
H -0.45359 3.37392 3.13508 0.23
Cl -0.53361 -4.70961 2.54325 -0.04
C -1.91100 -4.73679 1.43491 -0.40
C -1.54037 -5.37343 0.11016 -0.39
Cl -1.37220 -7.14548 0.27257 -0.04
H -2.24493 -3.70934 1.30290 0.21
H -2.69687 -5.30842 1.92290 0.24
H -0.57869 -5.01905 -0.25118 0.22
H -2.31147 -5.19100 -0.63412 0.21
Cl 5.95786 -0.81504 -1.53862 -0.04
C 4.67898 -0.71619 -0.31277 -0.39
C 4.28895 0.69576 0.04658 -0.39
Cl 5.64618 1.64670 0.67330 -0.04
H 4.99705 -1.26038 0.57402 0.22
H 3.80492 -1.21379 -0.72924 0.21
H 3.53491 0.65249 0.83148 0.22
H 3.87923 1.21961 -0.81408 0.21
```

***

An isolated ion of composition C12H21IN3O2 and charge +1, computed with ωB97M-V/def2-TZVPD.

Calculated values
Total charge ... +1
SMILES ... CC(=O)OCCCCc1[nH]c(I)c[n+]1CCCN
E_tot ... -29433.9887 eV
Molecular weight ... 366.22 g/mol
HOMO ... -0.4520 Eh

The geometry in XYZ format:
```
39
Properties=species:S:1:pos:R:3:nbo_charge:R:1
C 3.71645 -1.92831 0.10302 -0.73
C 3.98767 -0.49000 0.90519 0.78
O 4.10093 -0.43380 2.25767 -0.55
O 4.09720 0.78274 0.15427 -0.55
C 2.76385 1.42105 0.20856 -0.08
C 1.91636 1.27297 -1.22527 -0.45
C 0.54270 2.14789 -1.02847 -0.42
C -0.84049 1.31540 -1.46025 -0.47
C -1.73658 1.23190 -0.05987 0.51
N -2.82214 2.28363 0.07691 -0.58
C -3.40304 1.97527 1.44305 -0.06
I -5.01375 3.19300 2.28714 0.33
C -2.58309 0.66736 2.06500 -0.06
N -1.51072 0.23204 1.05563 -0.39
C -0.51433 -0.91483 1.19708 -0.23
C -0.62912 -2.03795 -0.01720 -0.44
C -2.19304 -2.55770 -0.26480 -0.24
N -2.78823 -2.02812 -1.56989 -0.83
H 4.21733 -2.82204 0.70105 0.28
H 2.53735 -2.09385 0.02825 0.23
H 4.20578 -1.82853 -0.97387 0.26
H 2.15702 0.95905 1.12044 0.18
H 2.90469 2.56822 0.48411 0.22
H 1.74346 0.13665 -1.48599 0.21
H 2.58571 1.83725 -2.03420 0.25
H 0.52660 3.17282 -1.61930 0.25
H 0.47028 2.44783 0.12431 0.22
H -1.42626 1.93646 -2.29276 0.25
H -0.61747 0.26909 -1.93457 0.26
H -3.05025 3.00693 -0.63976 0.48
H -2.76218 0.16988 3.10942 0.29
H -0.83483 -1.48868 2.19220 0.25
H 0.58726 -0.54058 1.33220 0.25
H -0.17458 -1.66862 -1.03930 0.21
H 0.00380 -2.98183 0.31927 0.25
H -2.11154 -3.73256 -0.37537 0.22
H -2.89512 -2.33714 0.66776 0.21
H -2.05342 -2.10829 -2.33451 0.36
H -3.10426 -1.03462 -1.47712 0.36
```

***

Among the records above, which one has the lowest E_tot? C12H21Cl6Mg2O6